ORCA calculation (ωB97M-V with the def2-TZVPD basis set) on a structure of composition C55H37BrClF3N6O11RbSb.

Geometry as XYZ:
```
116
Properties=species:S:1:pos:R:3:forces:R:3
Rb 2.197 -2.413 -0.802 0.48 0.41 -0.21
N -0.179 1.670 -2.331 0.08 0.00 0.09
C -0.465 1.578 -3.659 -0.05 0.13 0.00
C -1.523 2.237 -4.257 -0.01 -0.05 0.10
C -1.742 2.149 -5.642 0.08 -0.08 -0.06
C -0.917 1.416 -6.452 -0.14 0.02 -0.08
C 0.176 0.725 -5.880 0.01 -0.03 0.18
C 1.061 -0.084 -6.629 0.03 -0.02 0.02
C 2.086 -0.728 -6.001 0.00 0.02 -0.09
C 2.234 -0.573 -4.608 0.03 0.05 0.13
N 1.432 0.158 -3.880 0.14 -0.02 0.12
C 0.410 0.802 -4.489 -0.04 0.00 -0.20
H -0.886 1.983 -1.692 -0.03 0.01 0.00
H 0.525 1.051 -1.957 0.04 -0.02 0.02
H -2.190 2.833 -3.644 0.02 -0.02 0.00
H -2.585 2.676 -6.072 0.00 -0.01 0.01
H -1.106 1.330 -7.515 0.02 0.01 0.01
H 0.901 -0.190 -7.696 0.00 0.00 0.00
H 2.775 -1.362 -6.545 -0.02 -0.02 0.01
H 3.036 -1.077 -4.080 -0.02 -0.09 -0.07
C 4.148 1.030 -1.759 0.21 0.11 0.13
O 3.038 1.475 -0.997 -0.08 0.05 -0.08
C 3.044 2.760 -0.595 0.16 0.02 -0.08
C 3.854 3.750 -1.126 -0.12 -0.14 -0.01
C 3.788 5.041 -0.608 0.06 0.08 -0.01
Br 4.909 6.388 -1.360 -0.01 -0.03 0.00
C 2.967 5.362 0.435 0.00 -0.09 0.05
C 2.148 4.364 0.991 0.05 0.11 -0.04
C 2.165 3.067 0.473 -0.11 0.01 0.12
O 1.414 2.075 0.930 0.31 -0.18 -0.40
C 1.313 4.649 2.151 -0.11 0.09 0.13
N 0.600 3.755 2.786 0.19 -0.06 -0.06
C 0.017 4.410 3.853 -0.04 0.26 0.12
C -0.798 3.924 4.872 -0.40 0.10 0.16
C -1.248 4.826 5.819 0.04 0.09 -0.07
C -0.889 6.179 5.774 0.04 0.04 0.02
C -0.061 6.674 4.781 0.01 0.07 0.02
C 0.382 5.766 3.828 -0.04 -0.22 0.04
N 1.209 5.892 2.730 0.03 0.02 -0.03
H 5.071 1.277 -1.228 0.05 0.03 -0.06
H 4.165 1.459 -2.765 -0.12 0.03 0.03
H 4.092 -0.049 -1.821 -0.17 -0.10 0.06
H 4.530 3.538 -1.937 0.05 -0.07 -0.05
H 2.981 6.366 0.833 -0.03 0.02 0.00
H 0.963 2.332 1.763 -0.28 0.24 0.02
H -1.045 2.872 4.913 -0.10 0.39 -0.07
H -1.891 4.478 6.618 0.01 0.00 0.01
H -1.259 6.850 6.540 0.01 0.03 0.00
H 0.234 7.716 4.757 -0.02 0.00 0.00
H 1.687 6.725 2.447 0.02 0.00 -0.06
O 3.426 -3.525 1.295 0.10 -0.09 0.23
C 3.748 -2.323 1.419 0.54 0.01 0.71
O 4.392 -1.624 0.603 0.15 0.11 0.14
C 3.212 -1.611 2.661 -0.08 -0.07 -0.17
C 3.781 -1.714 3.882 0.22 -0.09 0.08
C 3.218 -1.050 5.004 -0.16 0.09 -0.33
C 2.093 -0.278 4.860 0.05 0.00 0.19
C 1.474 -0.166 3.621 0.27 -0.12 -0.19
C 1.981 -0.861 2.440 -0.34 0.32 0.01
O 1.442 -0.848 1.317 0.11 0.05 0.46
N 0.330 0.688 3.567 -0.10 -0.14 -0.06
O -0.372 0.712 2.563 0.01 -0.09 0.11
O 0.070 1.397 4.545 0.28 -0.75 0.00
N 3.835 -1.161 6.289 0.05 -0.03 0.33
O 4.890 -1.782 6.381 -0.07 0.03 -0.06
O 3.295 -0.639 7.263 0.03 -0.01 -0.13
H 4.672 -2.309 4.031 -0.01 0.00 -0.04
H 1.681 0.242 5.709 -0.01 0.02 0.02
F -6.020 -5.195 -1.650 -0.03 -0.02 -0.01
C -4.938 -4.473 -1.247 0.06 0.00 0.04
C -4.136 -4.973 -0.245 0.00 -0.01 0.01
C -3.034 -4.225 0.161 -0.01 0.04 -0.09
C -2.733 -2.994 -0.416 0.14 0.03 -0.05
C -3.581 -2.532 -1.422 0.04 -0.02 0.06
C -4.684 -3.260 -1.850 -0.04 0.07 -0.07
Sb -1.106 -1.666 0.240 -1.05 -0.04 0.13
C -2.759 -0.563 1.154 0.27 0.07 -0.07
C -2.961 0.737 0.699 0.01 -0.08 0.12
C -4.106 1.456 1.023 0.01 0.07 0.01
C -5.044 0.850 1.829 0.06 0.01 -0.02
F -6.174 1.535 2.153 -0.02 0.02 0.01
C -4.877 -0.427 2.323 -0.03 -0.05 0.03
C -3.732 -1.130 1.971 -0.04 0.05 0.04
C -0.624 -2.940 1.896 0.05 0.12 -0.08
C 0.044 -4.138 1.652 0.02 0.05 0.00
C 0.456 -4.953 2.697 0.00 -0.06 0.00
C 0.189 -4.549 3.987 -0.04 0.01 -0.06
F 0.559 -5.355 5.015 0.06 0.01 0.03
C -0.448 -3.360 4.273 -0.02 0.06 0.03
C -0.854 -2.557 3.214 -0.01 -0.05 -0.02
H -4.374 -5.927 0.209 0.01 0.00 -0.01
H -2.405 -4.621 0.948 0.01 -0.02 0.04
H -3.389 -1.567 -1.882 -0.07 -0.01 0.01
H -5.340 -2.899 -2.632 0.02 0.00 0.01
H -2.196 1.205 0.090 -0.03 0.05 0.00
H -4.264 2.470 0.676 -0.01 -0.02 0.00
H -5.641 -0.858 2.959 0.02 -0.01 -0.01
H -3.609 -2.146 2.330 -0.02 -0.01 -0.01
H 0.249 -4.446 0.630 0.01 -0.01 0.02
H 0.992 -5.876 2.520 0.01 0.03 0.00
H -0.602 -3.062 5.303 -0.02 -0.03 -0.01
H -1.360 -1.621 3.421 0.04 0.03 0.03
Cl -2.853 -1.950 -7.780 -0.04 0.04 -0.07
C -1.872 -2.333 -6.385 0.06 0.00 0.07
C -0.814 -3.215 -6.528 0.04 -0.05 -0.03
C -0.024 -3.504 -5.425 -0.02 0.03 0.02
C -0.301 -2.933 -4.190 0.00 0.06 0.16
C -1.372 -2.056 -4.072 0.00 -0.06 -0.04
C -2.160 -1.739 -5.168 0.03 0.03 0.04
C 0.558 -3.253 -2.969 -0.11 -0.39 -0.50
O 1.773 -3.469 -3.176 -0.17 -0.16 -0.55
O -0.030 -3.272 -1.861 -0.47 -0.22 -0.32
H -0.607 -3.657 -7.495 -0.03 0.00 0.01
H 0.819 -4.178 -5.507 0.02 0.04 -0.01
H -1.573 -1.623 -3.099 0.01 0.01 -0.05
H -2.976 -1.032 -5.085 0.00 -0.01 -0.01
```
Forces are in eV/Å.

HOMO (eV): -3.10
Charge: -2
Frontier orbital gap (eV): 6.35
Relative energy (zero: lowest compared OMol25 entry of this formula, charge and spin) (kcal/mol): 33.6
Electronic energy (eV): -187009.973



ORCA calculation (ωB97M-V with the def2-TZVPD basis set) on a structure of composition C19H14CoN7O4S3.

Geometry as XYZ:
```
48
Properties=species:S:1:pos:R:3:forces:R:3
Co -0.129 0.747 -0.885 0.17 -0.51 0.06
C -0.390 4.460 -4.303 -0.01 0.01 0.00
S 1.243 3.769 -3.991 0.01 0.01 -0.01
C 0.880 2.389 -3.001 0.10 -0.06 0.01
S -0.754 1.853 -2.716 -0.09 -0.18 -0.08
N 1.913 1.744 -2.543 -0.10 0.10 -0.09
N 1.448 0.649 -1.876 -0.02 -0.05 0.06
C 1.997 -0.495 -1.984 -0.11 0.03 -0.14
C 1.110 -1.597 -1.613 0.02 -0.02 -0.02
C 1.466 -2.932 -1.641 -0.02 -0.01 0.00
C 0.486 -3.881 -1.405 0.00 0.01 0.00
C -0.814 -3.468 -1.163 0.00 0.00 -0.01
C -1.096 -2.112 -1.142 -0.03 0.02 -0.01
N -0.157 -1.200 -1.362 0.07 0.24 -0.10
H -0.209 5.360 -4.890 0.00 0.00 0.00
H -0.883 4.728 -3.372 0.00 0.00 0.00
H -1.010 3.778 -4.880 0.00 0.00 0.00
H 2.958 -0.621 -2.466 -0.03 0.00 -0.02
H 2.495 -3.207 -1.826 0.00 0.00 0.00
H 0.735 -4.933 -1.412 0.00 0.00 0.00
H -1.608 -4.180 -0.989 0.00 0.00 0.00
H -2.090 -1.733 -0.946 0.00 0.01 0.01
N 0.136 3.781 1.578 0.05 -0.05 -0.03
C 0.850 2.889 0.850 0.16 0.05 -0.07
O 0.281 2.474 -0.232 -0.53 0.06 0.07
C 2.152 2.559 1.230 0.06 -0.02 0.09
C 2.660 3.075 2.449 -0.01 -0.09 0.04
N 2.993 3.511 3.464 0.00 0.05 -0.03
C 2.961 1.701 0.448 0.07 0.03 0.05
N 3.620 1.006 -0.194 0.11 0.03 0.25
H 0.477 4.055 2.485 0.01 0.00 -0.01
H -0.859 3.761 1.440 -0.02 0.00 0.00
O 1.575 -1.767 1.264 0.09 0.02 -0.01
C 0.519 -1.234 1.493 -0.13 0.02 -0.05
N 0.139 0.026 1.050 0.10 0.05 0.03
S -1.401 0.342 1.395 0.01 0.19 0.00
O -1.693 1.392 2.317 0.01 -0.03 0.04
O -1.957 0.546 0.031 0.03 0.16 0.01
C -1.801 -1.204 2.125 -0.01 -0.02 -0.05
C -2.993 -1.661 2.655 0.00 0.00 0.01
C -2.971 -2.912 3.256 0.00 0.01 -0.01
C -1.791 -3.650 3.334 0.01 0.00 0.00
C -0.602 -3.163 2.807 0.00 -0.01 0.01
C -0.624 -1.922 2.196 0.00 0.00 -0.02
H -3.898 -1.070 2.608 0.00 0.00 0.00
H -3.881 -3.316 3.679 0.00 0.00 0.00
H -1.804 -4.617 3.819 0.00 0.00 0.00
H 0.323 -3.721 2.860 0.00 0.00 0.00
```
Forces are in eV/Å.

HOMO (eV): -7.71
Frontier orbital gap (eV): 6.46
Relative energy (zero: lowest compared OMol25 entry of this formula, charge and spin) (kcal/mol): 19.0
Electronic energy (eV): -108682.633



> The lowest frontier orbital gap belongs to which entry?

C55H37BrClF3N6O11RbSb



> Among the records above, which one has the lowest electronic energy?

C55H37BrClF3N6O11RbSb



> Which of these has the lowest relative energy (zero: lowest compared OMol25 entry of this formula, charge and spin)?

C19H14CoN7O4S3



> Among the records above, which one has the lowest electronic energy?

C55H37BrClF3N6O11RbSb